DFT (the ωB97M-V functional and the def2-TZVPD basis) results for C35H53Cl2Cu2N5O as an isolated structure.

Last column: Mulliken charge in e.
Geometry (Å):
C  4.8794  -0.0317  4.6794  -0.83
N  4.5254  0.5080  3.3362  0.01
C  3.9549  -0.2740  2.3882  -0.51
C  3.5233  0.2441  1.1682  -0.42
C  3.6716  1.6153  0.9023  0.28
C  4.3158  2.3711  1.8916  -0.31
C  4.8480  1.8174  3.0462  -0.56
C  2.8560  2.2019  -0.2330  0.59
C  2.0634  3.3767  -0.0486  -0.47
C  1.3670  3.9334  -1.0852  -0.28
N  1.5170  3.3855  -2.2932  0.12
C  2.1749  2.2427  -2.5565  -1.06
C  2.8316  1.5665  -1.5221  -0.21
C  0.8879  4.1013  -3.4033  -0.74
H  5.9420  -0.0494  4.4376  0.47
H  4.6359  -1.0912  4.7595  0.33
H  4.6279  0.6809  5.4649  0.31
H  3.7644  -1.3244  2.5520  0.41
H  2.8965  -0.3074  0.4830  0.19
H  4.4818  3.4226  1.7096  0.67
H  5.5357  2.3045  3.7216  0.60
H  2.0445  3.6778  0.9884  0.33
H  0.8164  4.8515  -0.9425  0.56
H  2.1360  1.7473  -3.5154  0.63
H  3.4046  0.6931  -1.7963  0.79
H  1.7041  4.3283  -4.0891  0.40
H  0.3121  4.9445  -3.0217  0.31
H  0.1522  3.4341  -3.8524  0.18
C  -2.8643  2.0745  -4.4474  -0.66
N  -2.8642  0.6286  -3.9567  0.19
C  -1.9998  0.2582  -2.9991  -0.79
C  -1.8484  -1.0931  -2.5175  -0.34
C  -2.5708  -2.0608  -3.2228  0.94
C  -3.3673  -1.6618  -4.3208  -0.81
C  -3.4891  -0.3191  -4.7060  -0.62
C  -2.4428  -3.4781  -2.9298  1.05
C  -1.2526  -3.9740  -2.4386  -0.34
C  -0.9500  -5.3698  -2.4845  -0.62
N  -2.0166  -6.2528  -2.6493  -0.01
C  -3.2145  -5.8040  -2.9045  -0.29
C  -3.4601  -4.3902  -3.1717  -0.87
C  -1.8378  -7.7366  -2.5458  -0.85
H  -3.7735  2.5202  -4.0441  0.36
H  -2.8292  2.1325  -5.5353  0.43
H  -1.9472  2.5787  -4.1426  0.07
H  -1.4326  1.0617  -2.5529  0.41
H  -1.1886  -1.2568  -1.6783  0.66
H  -3.9642  -2.2884  -4.9670  0.52
H  -4.0959  0.0704  -5.5100  0.54
H  -0.3750  -3.3593  -2.3033  0.12
H  0.0787  -5.6528  -2.3169  0.54
H  -3.9501  -6.5893  -2.9983  0.52
H  -4.3919  -4.1155  -3.6436  0.51
H  -0.9224  -7.9070  -1.9792  0.33
H  -1.9697  -8.1108  -3.5610  0.39
H  -2.6895  -8.1464  -2.0029  0.39
Cu  2.7755  -2.4827  -2.0119  0.42
Cu  1.6287  -1.0544  -3.7081  0.34
C  1.8728  4.2827  4.2231  -1.07
C  0.5414  4.2768  3.4426  -0.57
C  -0.0417  2.8825  3.2870  0.24
C  -1.3297  2.7290  2.3543  -1.01
N  -1.4994  1.2473  1.8793  0.61
C  -2.8827  1.0126  1.1493  -0.17
C  -3.6240  -0.0486  2.0682  -0.92
C  -2.4798  -0.8240  2.7323  -0.03
C  -1.4639  0.2898  3.0682  -0.68
C  -0.3883  0.9246  0.8073  -0.47
H  2.2827  5.2886  4.3145  0.41
H  2.5611  3.5497  3.8024  0.03
H  1.6784  3.8828  5.2183  0.46
H  0.7423  4.6888  2.4536  0.24
H  -0.2466  4.9398  3.7998  0.47
H  -0.1756  2.4289  4.2690  0.53
H  0.6582  2.1642  2.8600  -0.31
H  -1.1934  3.3362  1.4595  0.32
H  -2.2643  3.0515  2.8132  0.68
H  -2.7483  0.7530  0.0992  0.07
H  -3.3869  1.9767  1.0830  0.44
H  -4.2392  -0.7738  1.5355  0.42
H  -4.2640  0.3091  2.8748  0.35
H  -2.0031  -1.4930  2.0158  -0.40
H  -2.8197  -1.5020  3.5152  0.49
H  -0.4713  -0.0971  3.2989  0.33
H  -1.9309  0.8301  3.8917  0.55
H  0.5634  0.7216  1.2983  0.11
H  -0.2593  1.7320  0.0865  -0.31
H  -0.7803  -0.0071  0.3992  0.22
O  1.1874  -0.8657  -1.3645  1.53
H  1.0336  -0.0360  -0.8720  -0.92
Cl  -0.1103  -3.3868  3.3449  -0.05
C  0.9127  -2.8176  2.0243  0.31
C  0.3539  -3.0725  0.6433  1.20
Cl  -0.0591  -4.7927  0.5134  -0.05
H  1.9050  -3.2668  2.0642  0.44
H  1.0831  -1.7500  2.1627  -0.58
H  1.1328  -2.7585  -0.0516  -0.76
H  -0.4921  -2.3972  0.5158  -0.45

Atoms 1-3, force components in eV/Å:
C 1.886 -0.110 -1.505
N -0.926 0.449 -1.230
C -0.394 0.613 -0.412

Net charge: +6
Max |F|, Eh/bohr: 0.0702
M, g/mol: 757.8
Electronic energy, eV: -160902.22041
Spin multiplicity: 1
LUMO energy, eV: -18.28
Kohn-Sham gap, Ha: 0.1936
ΔE to the lowest compared entry with this formula, charge and spin, eV: 0.0000